The following is a quantum chemistry calculation of a 2-piece molecular cluster, C4H12NO2 overall, from the OMol25 dataset.

Geometry (Å):
1 C -1.201538 0.872235 0.439949
2 C -0.775444 -0.556929 0.022829
3 C -1.211142 -0.893634 -1.482341
4 N 0.676361 -0.587990 0.383258
5 C 1.648925 0.187901 -0.699986
6 O 2.828051 -0.268693 -0.933770
7 H -0.676205 1.464414 -0.361536
8 H -2.263763 1.197602 0.478798
9 H -0.574057 1.231035 1.320845
10 H -1.343589 -1.278969 0.650569
11 H -1.198679 0.037045 -1.938700
12 H -0.551989 -1.503813 -1.983320
13 H -2.189431 -1.260848 -1.468416
14 H 0.965122 -1.565885 0.203033
15 H 1.096838 -0.017064 -1.732586
16 H 1.656785 1.222545 -0.369210
17 H 1.117867 1.296374 2.138885
18 H 1.064917 -0.236602 2.389765
19 O 0.930970 0.661278 2.941934

Forces on atoms 1 to 2 (eV/Å):
1.8012 1.4574 -0.8509
-0.4169 -0.0429 0.6285

Calculated values
charge	-1

The following is a quantum chemistry calculation of an isolated ion of composition C5H9O4P and charge -2, from the OMol25 dataset.

Geometry (Å):
1 C -0.400308 1.670635 1.290008
2 C -0.277977 1.297594 -0.175300
3 O -0.684899 2.092273 -1.039594
4 C 0.362785 0.033135 -0.444913
5 C 0.353780 -0.347544 -1.909722
6 C -0.045154 -1.121294 0.446850
7 P 2.331102 0.198357 0.051126
8 O 2.851186 1.339065 -0.787059
9 O 2.284896 0.446201 1.552604
10 O 2.810413 -1.185565 -0.345868
11 H 0.581018 1.477574 1.729897
12 H -1.148297 1.054374 1.793236
13 H -0.673086 2.722636 1.393704
14 H 1.146388 -1.072203 -2.084719
15 H -0.612001 -0.773983 -2.221161
16 H 0.554667 0.540080 -2.505316
17 H 0.515061 -2.001053 0.136064
18 H 0.227811 -0.913489 1.477385
19 H -1.124313 -1.338591 0.384856

Forces on atoms 1 to 2 (eV/Å):
-0.0441 0.3090 -0.0724
-0.6854 1.0033 0.0314

Calculated values
SMILES	CC(=O)C(C)(C)P(=O)([O-])[O-]
charge	-2

The following is a quantum chemistry calculation of one molecule with the formula C6H14, from the OMol25 dataset.

Geometry (Å):
1 C -2.389862 -1.833639 -1.071008
2 C -1.527977 -0.594967 -1.082697
3 C -0.376358 -0.682900 -0.072394
4 C 0.461726 0.588178 -0.009595
5 C 1.552229 0.538420 1.061083
6 C 2.302663 1.853358 1.097920
7 H -1.875896 -2.713397 -1.453000
8 H -2.719937 -2.045218 -0.050095
9 H -3.350368 -1.768961 -1.594195
10 H -1.010235 -0.383627 -2.022751
11 H -2.152187 0.255091 -0.782583
12 H -0.568026 -1.033752 0.940854
13 H 0.246600 -1.495246 -0.479660
14 H -0.244269 1.366086 0.295420
15 H 0.877274 0.986330 -0.941581
16 H 1.055964 0.379277 2.023447
17 H 2.228429 -0.280520 0.819352
18 H 2.427916 2.339339 0.136144
19 H 3.296842 1.869614 1.562359
20 H 1.765474 2.656534 1.622982

Forces on atoms 1 to 2 (eV/Å):
-0.6850 -0.4945 0.0744
0.0726 0.5213 1.2332

Calculated values
SMILES	CCCCCC
charge	0

The following is a quantum chemistry calculation of a 9-piece molecular cluster, C5H25NO10 overall, from the OMol25 dataset.

Geometry (Å):
1 N 1.102173 0.746781 -1.977918
2 C 1.143027 -0.073669 -0.901710
3 O 1.278461 -1.290703 -1.035135
4 C 1.007328 0.596906 0.431333
5 C 1.936868 0.041472 1.519849
6 C 1.722406 -1.440960 1.934623
7 C 0.647886 -1.725124 2.943127
8 O 0.485895 -1.030635 3.926966
9 H 1.177094 0.288864 -2.877998
10 H 1.217424 1.746481 -1.898033
11 H -0.018364 0.761766 0.747788
12 H 1.184411 1.708138 0.346585
13 H 1.929135 0.708284 2.381418
14 H 2.930562 0.173209 1.104725
15 H 2.696780 -1.858327 2.278286
16 H 1.504458 -1.984258 1.013649
17 H -0.035670 -2.553513 2.749399
18 O 1.024039 -1.754177 -3.666260
19 H 1.375812 -2.407433 -4.267687
20 H 1.365298 -1.744427 -2.751566
21 O -0.834125 3.140725 -0.750403
22 H -1.619066 3.712287 -0.707264
23 H -1.096878 2.249517 -1.118967
24 O 1.655004 3.846326 -1.507917
25 H 0.699540 3.778146 -1.266564
26 H 1.663892 4.027050 -2.454597
27 O -2.311716 0.032900 0.753424
28 H -1.514803 0.161285 1.264758
29 H -2.991267 0.585240 1.155880
30 O -1.292259 -2.566217 0.875685
31 H -0.701756 -2.363922 0.143780
32 H -1.735499 -1.733267 1.118983
33 O -2.060631 1.351632 3.403893
34 H -2.319716 0.482744 3.728067
35 H -1.150393 1.502725 3.683967
36 O -1.668097 -1.820626 -2.588698
37 H -0.827780 -2.284796 -2.433557
38 H -2.275173 -2.486013 -2.233057
39 O -1.817420 0.976751 -1.756253
40 H -1.717103 0.484842 -0.913111
41 H -1.578404 0.389032 -2.480425

Forces on atoms 1 to 2 (eV/Å):
0.3467 -0.7662 0.3564
-0.1354 1.0063 -0.8257

Calculated values
SMILES	NC(=O)CCCC=O.O.O.O.O.O.O.O.O
charge	0

The following is a quantum chemistry calculation of C3H5NOS as an isolated structure, from the OMol25 dataset.

Geometry (Å):
1 C 0.310340 0.626959 -0.129987
2 C -1.179114 0.618945 0.015252
3 C -1.676062 -0.628072 -0.370235
4 H 2.628239 0.870659 0.801353
5 H 0.728223 -1.252447 1.002940
6 H -1.786716 1.364960 0.333518
7 H -2.625845 -1.185402 -0.100354
8 H -0.956441 -1.267243 -0.745338
9 N 1.005338 -0.673503 -0.209333
10 O 0.804914 1.658776 -0.372395
11 S 2.747124 -0.133627 -0.225417

Forces on atoms 1 to 2 (eV/Å):
-2.8668 -1.5620 -0.6578
0.2183 -7.3431 -1.7809

Calculated values
charge	0

The following is a quantum chemistry calculation of a 2-piece molecular cluster, C9H9N2O6 overall, from the OMol25 dataset.

Geometry (Å):
1 C 2.211007 -0.797448 0.381554
2 C 1.377602 0.436842 -0.317595
3 N 1.884896 0.912925 -1.523934
4 C 0.049633 1.179511 0.292766
5 C -1.372006 0.418368 -0.001231
6 C -2.590391 1.292177 -0.219035
7 C -4.071282 0.564040 -0.471320
8 O -5.123800 1.237191 -0.997637
9 C -4.312998 -1.029365 -0.027409
10 C -3.118680 -1.902525 0.167307
11 O -3.289637 -3.319473 0.553262
12 C -1.620931 -1.200270 -0.078298
13 O -0.637814 -2.087581 -0.389601
14 H 1.968510 -0.954400 1.528219
15 H 3.387168 -0.646793 0.249157
16 H 1.969321 -1.823246 -0.148300
17 H 2.748312 0.360825 -1.765934
18 H -0.039061 2.328116 -0.017063
19 H 0.186089 1.197432 1.478334
20 H -2.562642 2.462260 -0.221297
21 H -5.402100 -1.483836 0.151017
22 H -2.432795 -3.720965 0.893131
23 N 5.197896 1.644071 0.120994
24 O 5.867452 2.690341 0.114351
25 O 4.334374 1.464791 0.995691
26 O 5.391877 0.777011 -0.747130

Forces on atoms 1 to 2 (eV/Å):
0.0078 -0.5142 0.2606
2.7138 0.8957 -4.1520

Calculated values
charge	-1

For the records above, the corresponding energy values read -9926.105 -22811.730 -6448.903 -27556.800 -17560.954 -24733.936 eV.
For the records above, the corresponding maximum force values read 3.7 1.2 2.0 2.1 7.6 8.5 eV/Å.